# C21H21NO7

A single C21H21NO7 molecule (the ωB97M-V functional and the def2-TZVPD basis, the OMol25 dataset).

* gap between HOMO and LUMO: 0.2976 hartree
* relative energy (zero: lowest compared OMol25 entry of this formula, charge and spin): 1.8 kcal/mol
* calculated total energy: -1394.28413 Eh

Each line ends with the Löwdin charge.
Positions of all 50 atoms, in Å:
1 C 4.19 4.60 -0.44  -0.065
2 C 4.76 3.30 0.09  -0.226
3 H 5.52 3.48 0.86  0.128
4 H 5.23 2.71 -0.71  0.128
5 O 3.70 2.54 0.65  -0.026
6 C 4.04 1.35 1.18  -0.428
7 O 5.18 0.94 1.17  0.110
8 C 2.89 0.64 1.73  -0.031
9 C 1.57 1.09 1.78  -0.211
10 N 0.82 0.13 2.34  0.144
11 C 1.60 -0.96 2.68  -0.127
12 C 2.91 -0.66 2.31  -0.115
13 C 4.09 -1.54 2.49  -0.012
14 H 4.90 -1.24 1.83  0.071
15 H 4.43 -1.49 3.52  0.100
16 H 3.81 -2.58 2.30  0.084
17 C 1.11 -2.17 3.28  -0.327
18 O 1.83 -3.05 3.71  0.095
19 C -0.42 -2.34 3.40  -0.075
20 H -0.75 -1.93 4.35  0.142
21 O -1.18 -1.67 2.40  -0.044
22 C -1.07 -2.15 1.14  -0.491
23 O -0.39 -3.11 0.86  0.135
24 C -1.86 -1.35 0.21  0.013
25 C -1.85 -1.64 -1.10  -0.008
26 C -2.57 -0.96 -2.16  -0.214
27 C -2.44 -1.44 -3.47  -0.026
28 C -3.09 -0.85 -4.54  0.019
29 C -3.88 0.24 -4.28  -0.199
30 C -4.02 0.74 -2.97  -0.191
31 C -3.38 0.16 -1.91  0.068
32 H -3.51 0.56 -0.92  0.120
33 O -4.85 1.82 -2.99  0.040
34 C -5.24 1.99 -4.34  -0.151
35 O -4.62 1.00 -5.13  0.046
36 H -6.33 1.91 -4.42  0.142
37 H -4.93 2.99 -4.69  0.142
38 H -2.99 -1.23 -5.55  0.121
39 H -1.81 -2.30 -3.65  0.115
40 H -1.24 -2.48 -1.41  0.126
41 H -2.43 -0.55 0.64  0.107
42 H -0.62 -3.41 3.37  0.140
43 H -0.17 0.18 2.50  0.154
44 C 0.97 2.37 1.32  -0.004
45 H 1.47 3.21 1.80  0.087
46 H 1.10 2.49 0.25  0.089
47 H -0.09 2.40 1.56  0.080
48 H 4.98 5.20 -0.88  0.076
49 H 3.44 4.40 -1.20  0.076
50 H 3.73 5.17 0.37  0.075

# C21H22BrIN7O4PdS

A molecular structure, C21H22BrIN7O4PdS (the ωB97M-V functional and the def2-TZVPD basis, the OMol25 dataset).

* gap between HOMO and LUMO (spin up / spin down): 0.2726 / 0.2697 hartree
* relative energy (zero: lowest compared OMol25 entry of this formula, charge and spin): 41.5 kcal/mol
* calculated total energy: -4895.26978 Eh
* charge: +1

Each line ends with the Löwdin charge.
Positions of all 58 atoms, in Å:
1 Pd 0.73 -0.11 -0.74  1.038
2 O -0.61 -6.45 0.33  -0.057
3 C -1.84 -6.52 -0.43  -0.217
4 N -2.19 -5.16 -0.73  0.092
5 C -2.11 -4.64 -2.01  -0.432
6 O -1.95 -5.32 -3.00  0.115
7 C -2.15 -3.13 -2.09  -0.111
8 C -3.29 -2.42 -2.42  0.025
9 C -3.23 -1.04 -2.45  -0.013
10 C -2.04 -0.42 -2.12  -0.098
11 N -0.94 -1.10 -1.80  -0.010
12 C -1.00 -2.44 -1.80  -0.067
13 H -0.31 -7.34 0.55  0.091
14 H -2.61 -7.00 0.15  0.127
15 H -1.70 -7.04 -1.36  0.124
16 H -2.36 -4.53 0.03  0.145
17 H -4.22 -2.94 -2.66  0.139
18 H -4.09 -0.44 -2.71  0.124
19 H -1.96 0.66 -2.10  0.108
20 H -0.08 -2.96 -1.58  0.108
21 Br -2.76 6.53 -0.71  0.773
22 C -2.61 4.95 0.30  -0.689
23 C -3.30 4.84 1.50  -0.109
24 C -3.18 3.67 2.24  -0.050
25 C -2.38 2.63 1.80  -0.009
26 C -1.71 2.76 0.59  -0.144
27 C -1.81 3.92 -0.17  -0.064
28 C -0.85 1.66 0.10  -0.567
29 O -0.28 1.73 -1.06  -0.133
30 O -0.65 0.62 0.79  -0.052
31 H -3.92 5.66 1.84  0.107
32 H -3.72 3.58 3.18  0.113
33 H -2.27 1.72 2.37  0.122
34 H -1.28 4.01 -1.11  0.113
35 C 4.34 4.37 2.03  -0.097
36 C 4.73 2.97 1.55  -0.224
37 C 3.89 2.46 0.40  -0.578
38 N 3.19 1.39 0.43  0.024
39 N 2.52 1.16 -0.80  -0.088
40 C 2.73 2.10 -1.67  -0.716
41 N 2.18 2.12 -2.91  0.123
42 S 3.78 3.32 -1.10  1.153
43 H 4.97 4.68 2.87  0.081
44 H 3.30 4.40 2.35  0.083
45 H 4.47 5.12 1.24  0.067
46 H 4.61 2.24 2.35  0.114
47 H 5.78 2.95 1.25  0.116
48 H 1.39 1.54 -3.08  0.086
49 H 2.29 2.92 -3.50  0.104
50 I 2.85 -1.97 4.38  0.933
51 C 2.02 -2.21 2.54  -0.782
52 C 1.26 -3.25 2.09  -0.121
53 N 0.91 -2.97 0.83  0.011
54 N 1.42 -1.80 0.40  -0.068
55 C 2.09 -1.33 1.45  -0.191
56 H 0.95 -4.18 2.56  0.135
57 H 0.43 -3.60 0.21  0.125
58 H 2.59 -0.38 1.39  0.066

# C21H22BrN3O2RuS4Sb

A molecular structure, C21H22BrN3O2RuS4Sb (the ωB97M-V functional and the def2-TZVPD basis, the OMol25 dataset).

* gap between HOMO and LUMO: 0.1980 hartree
* relative energy (zero: lowest compared OMol25 entry of this formula, charge and spin): 40.6 kcal/mol
* calculated total energy: -5630.03934 Eh
* charge: -1

Each line ends with the Löwdin charge.
Positions of all 55 atoms, in Å:
1 Ru -0.70 -0.86 -1.13  0.531
2 O -2.69 -0.32 -0.11  -0.247
3 N -2.56 0.15 1.07  -0.030
4 N -1.36 0.32 1.46  -0.223
5 O -0.30 0.09 0.72  -0.223
6 C -1.13 0.78 2.80  -0.169
7 C 0.17 0.75 3.27  -0.009
8 C 0.42 1.17 4.57  -0.081
9 C -0.61 1.61 5.38  -0.103
10 C -1.91 1.63 4.89  -0.092
11 C -2.18 1.21 3.60  -0.026
12 H 0.95 0.39 2.63  0.114
13 H 1.43 1.13 4.95  0.103
14 H -0.41 1.92 6.40  0.096
15 H -2.73 1.97 5.52  0.098
16 H -3.19 1.22 3.21  0.101
17 S 1.38 -2.16 -5.15  -0.156
18 Sb -0.42 -3.14 -4.25  0.074
19 S -1.79 -1.84 -2.94  -0.050
20 S 0.38 -2.87 -0.69  0.553
21 S -0.98 -5.24 -4.75  -0.214
22 C -1.55 1.82 -2.19  -0.031
23 N -0.83 2.11 -3.46  -0.171
24 C -0.09 3.39 -3.36  -0.009
25 C 0.08 0.95 -3.91  -0.137
26 C 1.20 0.71 -2.96  -0.305
27 C 2.43 1.32 -3.26  -0.102
28 C 3.52 1.19 -2.42  -0.119
29 C 3.35 0.44 -1.25  -0.102
30 C 2.15 -0.18 -0.97  -0.137
31 C 1.01 -0.10 -1.82  -0.279
32 H -2.27 2.61 -2.00  0.106
33 H -0.82 1.75 -1.39  0.090
34 H -2.07 0.87 -2.31  0.040
35 H -1.53 2.20 -4.19  0.173
36 H 0.71 3.26 -2.63  0.103
37 H -0.77 4.18 -3.05  0.096
38 H 0.35 3.63 -4.33  0.102
39 H 0.44 1.25 -4.90  0.121
40 H -0.58 0.10 -4.00  0.016
41 H 2.53 1.88 -4.18  0.102
42 H 4.47 1.65 -2.66  0.087
43 H 4.19 0.32 -0.56  0.093
44 H 2.07 -0.77 -0.06  0.055
45 Br -0.27 -2.90 5.74  0.668
46 C -0.08 -2.94 3.84  -0.711
47 C 1.18 -3.04 3.28  -0.149
48 C 1.31 -3.04 1.90  -0.122
49 C 0.19 -2.94 1.06  -0.645
50 C -1.07 -2.88 1.67  -0.127
51 C -1.21 -2.87 3.04  -0.142
52 H 2.05 -3.11 3.92  0.093
53 H 2.29 -3.11 1.45  0.097
54 H -1.94 -2.83 1.03  0.099
55 H -2.20 -2.80 3.49  0.099

# C21H22ClN3O3

A single C21H22ClN3O3 molecule (the ωB97M-V functional and the def2-TZVPD basis, the OMol25 dataset).

* gap between HOMO and LUMO: 0.3231 hartree
* relative energy (zero: lowest compared OMol25 entry of this formula, charge and spin): 59.3 kcal/mol
* calculated total energy: -1663.60524 Eh

Each line ends with the Löwdin charge.
Positions of all 50 atoms, in Å:
1 C -0.17 -3.22 -0.60  -0.078
2 O -1.50 -2.80 -0.47  -0.065
3 C -1.79 -1.51 -0.77  -0.215
4 C -0.93 -0.62 -1.38  -0.004
5 C -1.30 0.70 -1.58  -0.045
6 C -2.53 1.16 -1.16  -0.249
7 C -3.43 0.26 -0.59  0.023
8 C -3.09 -1.07 -0.41  -0.203
9 O -3.89 -2.01 0.15  -0.064
10 C -5.21 -1.65 0.50  -0.084
11 H -5.23 -0.89 1.28  0.095
12 H -5.67 -2.56 0.87  0.095
13 H -5.77 -1.29 -0.37  0.098
14 H -4.40 0.62 -0.28  0.113
15 C -2.83 2.64 -1.16  -0.115
16 H -3.86 2.84 -1.42  0.114
17 H -2.18 3.14 -1.88  0.114
18 C -2.54 3.20 0.26  -0.155
19 N -1.44 2.51 0.89  0.068
20 C -0.15 2.74 0.49  -0.473
21 O 0.19 3.77 -0.05  0.044
22 C 0.78 1.62 0.75  -0.091
23 C 2.03 1.52 0.14  -0.575
24 N 2.57 0.33 0.51  -0.080
25 N 1.73 -0.33 1.32  0.139
26 C 0.66 0.41 1.49  -0.281
27 C -0.43 -0.07 2.38  -0.012
28 H -0.77 0.72 3.04  0.087
29 H -0.04 -0.89 2.98  0.087
30 H -1.27 -0.44 1.80  0.072
31 C 3.80 -0.25 0.15  -0.198
32 C 3.85 -1.64 0.03  -0.015
33 C 5.04 -2.25 -0.30  -0.078
34 C 6.18 -1.49 -0.51  -0.089
35 C 6.13 -0.12 -0.37  -0.077
36 C 4.94 0.51 -0.03  -0.044
37 H 4.92 1.58 0.10  0.080
38 H 7.02 0.48 -0.51  0.105
39 H 7.11 -1.98 -0.77  0.102
40 H 5.08 -3.33 -0.40  0.104
41 H 2.96 -2.22 0.21  0.096
42 Cl 2.74 2.58 -0.97  0.820
43 H -1.66 1.56 1.17  0.097
44 H -2.27 4.26 0.19  0.118
45 H -3.41 3.09 0.90  0.118
46 H -0.60 1.39 -2.04  0.121
47 H 0.05 -0.94 -1.69  0.111
48 H -0.14 -4.23 -0.20  0.097
49 H 0.16 -3.24 -1.64  0.097
50 H 0.50 -2.58 -0.02  0.075